(1)
C20H8F5NOS2Se4V | ωB97M-V with the def2-TZVPD basis set

Computed properties:
**E_tot**: -346739.47206 eV
**Gap between HOMO and LUMO (spin up / spin down)**: 0.1556 / 0.1547 hartree
**2S+1**: 2
**HOMO energy (spin up / spin down)**: -0.46 / -0.43 eV
**Lowest unoccupied orbital energy (spin up / spin down)**: 3.8 / 3.8 eV
**Net charge**: -2
**ΔE to the lowest compared entry with this formula, charge and spin**: 1.9407 eV

```
42
Properties=species:S:1:pos:R:3:nbo_charge:R:1
V 1.22789 -0.60850 -0.07736 0.424
F 1.24012 6.76441 1.17343 -0.309
C 1.03352 5.43867 1.25623 0.233
C 1.15964 4.63919 0.13755 0.306
F 1.47807 5.20033 -1.03646 -0.307
C 0.94405 3.26995 0.21807 0.310
F 1.03980 2.59605 -0.91991 -0.279
C 0.59764 2.64755 1.40792 -0.230
S 0.26187 0.92684 1.60176 -0.208
C 0.47642 3.48671 2.51689 0.322
F 0.14242 2.98790 3.71690 -0.305
C 0.68416 4.85250 2.46073 0.250
F 0.55466 5.61056 3.56083 -0.308
Se 3.34610 0.37113 0.13686 0.045
Se 5.41412 0.00795 -0.76573 -0.554
Se 3.93039 -3.50147 -2.13168 -0.642
Se 1.77581 -2.92448 -1.41180 -0.047
S -2.95235 -2.20420 -0.88674 0.385
C -2.63939 -2.64818 0.75833 -0.243
C -3.45701 -3.31369 1.66777 -0.220
C -2.96526 -3.54041 2.93840 -0.232
C -1.68036 -3.11198 3.29821 -0.202
C -0.86743 -2.45276 2.39968 -0.212
C -1.36092 -2.22248 1.11753 0.209
N -0.67363 -1.57265 0.10310 -0.519
C -1.38441 -1.48363 -0.99169 0.136
C -0.83533 -0.83378 -2.17015 -0.134
C -1.56927 -0.67853 -3.35237 -0.197
C -0.97896 -0.06366 -4.43028 -0.267
C 0.34990 0.38147 -4.30753 -0.181
C 1.06437 0.21669 -3.14524 -0.231
C 0.49565 -0.41183 -2.01317 -0.241
H -4.44809 -3.64514 1.38732 0.207
H -3.57960 -4.05631 3.66452 0.200
H -1.31350 -3.30023 4.29873 0.207
H 0.12877 -2.12655 2.66771 0.249
H -2.59399 -1.03201 -3.42482 0.191
H -1.52006 0.07649 -5.35736 0.193
H 0.82093 0.86886 -5.15477 0.195
H 2.09469 0.55065 -3.08359 0.231
O 2.50486 -2.91617 1.50716 -0.564
C 2.05372 -2.24523 0.66505 0.340
```

---

(2)
C21H10ClF3N2OS | ωB97M-V with the def2-TZVPD basis set

Computed properties:
**E_tot**: -58473.24791 eV
**Gap between HOMO and LUMO**: 0.2748 hartree
**2S+1**: 1
**HOMO energy**: -8.34 eV
**Lowest unoccupied orbital energy**: -0.9 eV

```
39
Properties=species:S:1:pos:R:3:nbo_charge:R:1
N -0.99014 2.68541 1.78111 -0.269
C -0.65411 1.51636 1.88151 0.267
C -0.18922 0.19049 2.21570 -0.198
C -0.48856 -0.89244 1.50533 -0.112
C -1.29183 -0.94818 0.25939 0.214
C -2.49337 -0.18974 0.12612 -0.216
C -3.24254 -0.62790 -1.03143 -0.266
C -2.36937 -1.53441 -1.59504 0.271
C -2.67743 -1.91731 -2.92661 0.001
C -3.85516 -2.64892 -3.27918 -0.079
Cl -4.82500 -3.20545 -2.04021 0.065
C -4.10512 -3.01970 -4.61675 -0.192
C -3.19669 -2.86515 -5.57052 -0.222
C -2.00994 -2.39597 -5.19972 -0.156
C -1.76774 -1.71206 -3.97291 -0.143
C -0.40571 -1.04780 -3.88456 0.977
F 0.56763 -1.84641 -3.63325 -0.296
F -0.11129 -0.30786 -4.99353 -0.327
F -0.13794 -0.09469 -2.88784 -0.350
O -1.27989 -1.80620 -0.86441 -0.387
C 0.96326 0.03392 3.21515 0.090
N 1.79338 0.99086 3.49851 -0.412
C 2.85185 0.62238 4.28786 0.079
C 3.98662 1.33089 4.75695 -0.175
C 4.95901 0.72414 5.61653 -0.218
C 4.73489 -0.61292 6.01542 -0.218
C 3.73095 -1.40656 5.47495 -0.211
C 2.76390 -0.72977 4.59375 -0.188
S 1.44751 -1.54695 3.75731 0.368
H -0.03112 -1.84143 1.58173 0.232
H -2.69798 0.53131 0.84597 0.229
H -4.27254 -0.44786 -1.32700 0.248
H -5.04288 -3.58837 -4.93267 0.234
H -3.44171 -3.12486 -6.57702 0.231
H -1.15586 -2.38035 -6.00493 0.232
H 4.08995 2.29811 4.38783 0.221
H 5.73223 1.40714 5.93443 0.230
H 5.27605 -1.14136 6.78455 0.221
H 3.40795 -2.44157 5.82037 0.228
```

---

(3)
C21H11BrCl5CoO | ωB97M-V with the def2-TZVPD basis set

Computed properties:
**E_tot**: -194285.56593 eV
**Gap between HOMO and LUMO (spin up / spin down)**: 0.2682 / 0.2656 hartree
**2S+1**: 2
**HOMO energy (spin up / spin down)**: -4.75 / -4.68 eV
**Lowest unoccupied orbital energy (spin up / spin down)**: 2.6 / 2.6 eV
**Net charge**: -1
**ΔE to the lowest compared entry with this formula, charge and spin**: 0.7285 eV

```
40
Properties=species:S:1:pos:R:3:nbo_charge:R:1
Co 0.55365 -0.69376 -0.82379 1.030
C 1.48153 -2.62117 -1.11433 -0.534
C 1.28630 -2.15699 -2.46359 -0.448
C 2.54142 -1.80877 -2.97318 -0.233
C 3.51998 -2.07406 -1.99212 -0.350
C 2.88130 -2.58975 -0.87142 -0.219
H 0.80175 -3.27493 -0.57831 0.230
H 0.39660 -2.27917 -3.06215 0.227
H 2.73184 -1.39070 -3.95249 0.201
H 4.57753 -1.86684 -2.08528 0.199
H 3.36300 -2.84942 0.06150 0.202
Br 2.64443 0.75661 -0.38413 0.111
C 2.20072 0.95383 1.46952 -0.018
C 3.10047 1.58639 2.27676 -0.273
C 2.77805 1.80276 3.62907 -0.217
C 1.55905 1.41514 4.10676 -0.222
C 0.61504 0.77504 3.26892 0.032
C -0.66902 0.43588 3.74766 -0.244
C -1.56414 -0.17355 2.91648 -0.201
C -1.20148 -0.51392 1.59782 -0.286
C 0.03625 -0.23047 1.06149 -0.236
C 0.94188 0.48063 1.90992 -0.163
H 4.04566 1.92699 1.87576 0.218
H 3.49673 2.29496 4.27226 0.205
H 1.28890 1.60195 5.14030 0.200
H -0.93118 0.67848 4.77160 0.194
H -2.56116 -0.41104 3.27036 0.200
H -1.94154 -1.04016 1.00683 0.204
Cl -6.21545 1.12338 -2.72809 0.014
C -4.52316 1.02034 -2.39944 -0.155
C -3.93379 -0.20208 -2.08394 -0.048
Cl -4.90954 -1.62096 -1.98426 0.026
C -2.57200 -0.28193 -1.86271 -0.191
Cl -1.82116 -1.77708 -1.44210 0.047
C -1.70057 0.84187 -1.95282 0.439
O -0.44129 0.76641 -1.80045 -0.770
C -2.35048 2.07399 -2.24379 -0.169
Cl -1.35353 3.47855 -2.31581 0.027
C -3.71541 2.15827 -2.46134 -0.056
Cl -4.43718 3.68533 -2.80748 0.027
```